The following is a DFT calculation (ωB97M-V/def2-TZVPD) of one molecule with the formula C5H10O in a non-equilibrium geometry.

The SMILES is CCCCC=O. As for the LUMO energy: 1.1 eV. Its HOMO energy is -9.79 eV. The total energy is -271.72863 Ha.

Each line ends with the Löwdin charge.
Geometry (Å):
C  0.41488  1.47310  1.87789  -0.12
C  0.51309  0.97918  0.43270  -0.29
C  -0.35378  -0.21214  0.05882  -0.22
C  -0.17285  -0.61166  -1.45183  -0.15
C  -0.60256  -2.05442  -1.55751  -0.27
O  -0.58460  -2.78030  -0.59169  0.03
H  1.02833  2.37390  1.99737  0.07
H  -0.61354  1.73679  2.14922  0.07
H  0.77426  0.72982  2.60251  0.07
H  0.26415  1.79072  -0.25730  0.11
H  1.55681  0.69201  0.23555  0.11
H  -0.06620  -1.05076  0.71493  0.11
H  -1.41906  -0.05747  0.28215  0.12
H  0.89729  -0.52101  -1.69678  0.12
H  -0.64937  -0.03503  -2.27802  0.12
H  -0.98685  -2.45272  -2.51802  0.12

Cartesian forces, eV/Å:
C -0.053 0.019 -0.043
C 0.031 0.163 -0.160
C 0.002 0.129 -0.203
C 0.078 -0.134 0.497
C 0.034 -0.347 0.381
O -0.105 -0.287 -0.557
H -0.108 -0.160 0.050
H 0.114 -0.060 -0.060
H -0.105 0.080 -0.232
H 0.173 0.186 0.103
H -0.153 0.168 -0.049
H -0.047 0.144 -0.628
H 0.187 0.232 -0.142
H -0.089 -0.333 0.065
H -0.133 0.010 1.029
H 0.174 0.189 -0.051


The following is a DFT calculation (ωB97M-V/def2-TZVPD) of one molecule with the formula C3HCl3 in a non-equilibrium geometry.

The SMILES is C#CC(Cl)(Cl)Cl. As for the LUMO energy: 0.4 eV. Its HOMO energy is -10.99 eV. The total energy is -1495.38485 Ha.

Each line ends with the Löwdin charge.
Geometry (Å):
C  1.87755  0.01965  0.14730  0.09
C  0.69402  0.01482  0.08406  -0.22
C  -0.94813  -0.00598  -0.01795  -1.60
Cl  -1.53188  -0.81466  1.38680  0.60
Cl  -1.49537  1.68321  -0.18642  0.57
Cl  -1.50233  -1.05497  -1.40011  0.52
H  2.90614  0.15793  -0.01369  0.03

Cartesian forces, eV/Å:
C 0.599 0.276 -0.402
C -5.151 -0.166 -0.559
C 3.709 -0.279 -0.644
Cl -0.404 0.116 1.043
Cl 0.047 -0.773 0.045
Cl 0.551 0.953 0.240
H 0.649 -0.128 0.275


The following is a DFT calculation (ωB97M-V/def2-TZVPD) of a 2-piece molecular cluster, C3H2BrClF2 overall in a non-equilibrium geometry.

As for the LUMO energy (spin up / spin down): -3.2 / -3.2 eV. Its HOMO energy (spin up / spin down) is -9.08 / -9.07 eV. The total energy is -3349.26356 Ha.

Each line ends with the Löwdin charge.
Geometry (Å):
C  0.78267  0.09423  0.54987  -0.02
C  0.30157  0.21399  -0.87325  -0.55
C  -0.56594  0.57952  0.28883  -0.58
F  0.72278  1.01145  -1.85193  0.15
F  0.05538  -0.95722  -1.46229  0.08
Cl  -1.48813  -2.32463  0.68752  -0.23
Br  -1.91164  1.57003  0.95968  0.95
H  0.54337  -0.94192  0.75572  0.05
H  1.55993  0.75455  0.94585  0.15

Cartesian forces, eV/Å:
C -0.045 1.391 -0.576
C -0.678 -1.564 -0.910
C -0.812 -0.589 -0.276
F -0.012 0.967 1.006
F -0.012 -0.021 -0.086
Cl 0.282 1.374 -0.010
Br 0.513 -0.133 -0.258
H 0.954 -0.836 0.775
H -0.190 -0.591 0.334


ΔE to the lowest compared entry with this formula, charge and spin, respectively: 63.0 61.7 411.0 kJ/mol.